(1)
Density functional theory data (wB97M-V/def2-TZVPD) for a structure of composition CH3ClN2 in a non-equilibrium geometry.

LUMO energy: 0.08 eV
Energy: -16584.2251 eV
HOMO energy: -0.379 Eh
Frontier orbital gap: 0.38163 Eh
Largest force on an atom: 5.04 eV Å⁻¹

Structure (ORCA input):
```
! wB97M-V def2-TZVPD RIJCOSX def2/J DEFGRID3
* xyz 0 1
C 0.340 0.360 0.196
N 0.467 -1.050 0.038
N -0.721 0.065 -0.753
Cl -2.171 0.044 0.145
H -0.032 0.669 1.238
H 0.983 1.015 -0.190
H 1.135 -1.103 -0.673
*
```

Here are the Löwdin charges for atoms 1 to 2, given in e:
1. C -0.45
2. N 0.09


(2)
Density functional theory data (wB97M-V/def2-TZVPD) for a cluster of 14 separate species, C49H129N3O16 in total in a non-equilibrium geometry.

LUMO energy: 0.46 eV
Energy: -90126.2065 eV
HOMO energy: -0.309 Eh
Frontier orbital gap: 0.32647 Eh
Largest force on an atom: 3.73 eV Å⁻¹

Structure (ORCA input):
```
! wB97M-V def2-TZVPD RIJCOSX def2/J DEFGRID3
* xyz 0 1
C -3.704 -0.979 -2.483
O -4.127 -0.479 -1.225
C -4.882 -1.424 -0.485
C -5.129 -0.860 0.888
N -6.161 0.199 0.762
C -6.538 0.973 1.979
C -7.441 2.184 1.587
O -6.762 3.140 0.789
C -7.565 4.326 0.704
H -3.199 -1.919 -2.258
H -2.977 -0.327 -2.968
H -4.494 -1.108 -3.223
H -4.224 -2.268 -0.279
H -5.737 -1.782 -1.059
H -4.146 -0.468 1.146
H -5.387 -1.591 1.654
H -5.814 0.829 0.054
H -5.573 1.259 2.399
H -6.891 0.390 2.829
H -7.663 2.618 2.562
H -8.286 1.730 1.070
H -7.545 4.861 1.654
H -8.608 4.098 0.482
H -7.154 4.946 -0.093
C 7.696 3.990 2.667
O 6.424 4.405 2.021
C 5.703 3.363 1.361
C 4.291 3.803 0.877
N 3.216 3.860 1.922
C 1.858 4.009 1.393
C 1.867 5.240 0.344
O 2.411 5.091 -0.981
C 1.778 4.112 -1.759
H 8.332 3.647 1.851
H 7.618 3.378 3.565
H 8.106 4.941 3.005
H 5.661 2.462 1.974
H 6.433 3.084 0.601
H 3.851 3.079 0.192
H 4.390 4.763 0.369
H 3.480 4.583 2.577
H 1.259 4.470 2.179
H 1.337 3.113 1.055
H 2.564 5.919 0.836
H 0.907 5.757 0.349
H 0.710 4.164 -1.546
H 2.020 3.091 -1.464
H 1.993 4.361 -2.798
C -0.029 2.872 -5.811
C -0.558 1.817 -4.836
C 0.112 0.401 -4.776
O -0.676 -0.561 -4.026
C -0.139 -1.789 -3.862
N -0.763 2.352 -3.546
H 0.062 2.462 -6.817
H 0.883 3.273 -5.368
H -0.667 3.730 -6.024
H -1.580 1.635 -5.166
H 1.020 0.445 -4.174
H 0.149 -0.064 -5.761
H 0.855 -1.908 -3.432
H -0.028 -2.215 -4.859
H -0.736 -2.454 -3.239
H -1.062 1.692 -2.843
H -1.524 3.009 -3.647
C 4.241 -1.163 -1.896
C 5.249 -2.207 -1.605
C 6.127 -2.783 -2.639
O 6.174 -1.543 -0.682
H 3.424 -1.295 -1.187
H 3.820 -1.364 -2.882
H 4.388 -0.083 -1.912
H 4.763 -2.959 -0.984
H 6.729 -3.579 -2.200
H 6.646 -1.973 -3.153
H 5.586 -3.284 -3.443
H 5.936 -0.613 -0.689
C -5.431 4.253 4.294
C -4.501 5.443 4.019
C -3.043 5.248 4.565
O -4.523 5.603 2.620
H -4.934 3.285 4.236
H -6.365 4.276 3.732
H -5.820 4.275 5.312
H -4.885 6.325 4.533
H -2.686 4.312 4.136
H -3.134 5.111 5.643
H -2.481 6.167 4.397
H -3.630 5.371 2.354
C 2.809 -4.609 -5.922
C 2.374 -5.176 -4.540
C 1.878 -6.591 -4.565
O 3.516 -5.174 -3.775
H 3.804 -4.902 -6.257
H 2.801 -3.526 -6.042
H 2.114 -4.941 -6.693
H 1.597 -4.511 -4.162
H 1.477 -6.942 -3.614
H 2.774 -7.200 -4.684
H 1.146 -6.813 -5.342
H 4.128 -5.812 -4.147
C 0.564 3.441 5.414
C -0.131 2.392 4.641
C -1.210 1.775 5.465
O -0.587 2.836 3.363
H 1.541 3.708 5.010
H 0.644 3.236 6.481
H -0.080 4.316 5.320
H 0.690 1.745 4.333
H -2.140 2.263 5.173
H -0.985 1.910 6.523
H -1.132 0.705 5.272
H -0.780 2.090 2.790
C -3.782 -1.482 4.339
C -4.359 -2.190 5.564
C -5.804 -2.659 5.309
O -3.498 -3.223 5.888
H -2.931 -0.857 4.605
H -4.466 -0.735 3.936
H -3.266 -2.082 3.590
H -4.396 -1.456 6.369
H -6.578 -1.893 5.348
H -6.156 -3.364 6.063
H -6.038 -3.228 4.409
H -3.917 -3.792 6.538
C -1.579 -7.902 -1.498
C -2.356 -7.686 -0.176
C -1.446 -7.079 0.849
O -3.307 -6.683 -0.283
H -0.562 -7.514 -1.444
H -1.928 -7.381 -2.390
H -1.428 -8.954 -1.737
H -2.801 -8.574 0.272
H -0.798 -7.880 1.204
H -2.014 -6.737 1.714
H -0.762 -6.268 0.600
H -4.077 -7.084 -0.692
C -2.620 3.495 -0.967
C -3.815 3.346 -0.026
C -3.338 2.712 1.274
O -4.333 4.615 0.071
H -2.102 2.566 -1.205
H -1.841 4.173 -0.619
H -2.935 3.966 -1.898
H -4.509 2.761 -0.630
H -3.941 2.963 2.147
H -2.284 2.952 1.415
H -3.357 1.625 1.207
H -5.133 4.441 0.572
C 3.928 0.743 4.151
C 3.932 0.076 2.779
C 3.743 -1.448 2.612
O 3.153 0.803 1.927
H 2.911 0.794 4.541
H 4.329 1.756 4.114
H 4.470 0.252 4.959
H 4.995 0.149 2.551
H 4.198 -2.054 3.395
H 4.180 -1.723 1.652
H 2.659 -1.564 2.646
H 3.113 1.720 2.208
C 5.032 -0.376 -6.713
C 4.588 1.119 -6.816
C 4.261 1.674 -5.391
O 5.703 1.774 -7.374
H 5.437 -0.802 -7.631
H 4.214 -1.063 -6.496
H 5.742 -0.455 -5.889
H 3.754 1.134 -7.518
H 5.078 1.326 -4.759
H 3.257 1.401 -5.065
H 4.341 2.760 -5.420
H 6.501 1.625 -6.862
C 2.137 -4.294 0.878
C 2.830 -4.987 -0.362
C 2.450 -6.479 -0.591
O 2.257 -4.304 -1.476
H 2.149 -3.235 0.619
H 2.416 -4.569 1.895
H 1.101 -4.626 0.939
H 3.920 -4.983 -0.376
H 2.652 -6.785 -1.617
H 1.363 -6.534 -0.542
H 2.833 -7.041 0.261
H 2.873 -4.484 -2.190
C 0.517 0.049 -0.588
C -0.611 0.107 0.435
C -0.759 -1.201 1.229
O -0.282 1.108 1.363
H 0.622 -0.798 -1.266
H 1.468 -0.029 -0.061
H 0.410 0.954 -1.186
H -1.484 0.495 -0.090
H 0.034 -1.378 1.955
H -0.529 -2.002 0.525
H -1.716 -1.302 1.742
H 0.615 1.016 1.692
*
```

Here are the Löwdin charges for atoms 1 to 2, given in e:
1. C -0.09
2. O -0.20